Entry A
DFT (wB97M-V/def2-TZVPD) results for C9H15NO2S in the gas phase.

LUMO: 0.28 eV
net charge: 0
SMILES string: CC1(C)CCC=C([C@H](S)[N+](=O)[O-])C1
HOMO energy: -9.477 eV

```
28
C9H15NO2S, DFT wB97M-V/def2-TZVPD
C -1.3667 0.5192 0.2693
H -1.0306 -1.6650 -1.7396
H -0.6625 -2.8435 -0.3267
H -2.0917 2.0960 1.4834
H -2.4370 0.5652 2.1911
H -1.0008 0.6557 -1.9092
C 0.7274 -1.2257 -0.6086
C -1.7018 1.1305 -1.0962
H -1.1012 -1.2955 1.2635
N 3.2646 -0.9615 0.3207
H -1.6676 2.1859 -1.0114
C -2.3931 1.1239 1.2809
C -1.5223 -1.0698 0.2890
H 0.2842 1.9336 0.2377
H 3.4157 0.5524 -2.0133
H 1.5758 -1.8206 -1.0657
O 3.4443 -1.5015 -0.7454
H -2.6681 0.7210 -1.3213
H -3.3971 1.2438 0.9515
O 3.3789 -1.4357 1.4229
H -2.5260 -1.2488 0.1455
C -0.6739 -1.7941 -0.7065
H 0.0852 0.8959 1.7080
C 0.1156 0.8652 0.6406
S 3.5352 1.3061 -0.9822
C 2.6876 0.3004 0.1662
H 2.7452 0.8651 1.1294
C 0.9808 -0.0982 0.0265
```

***

Entry B
DFT (wB97M-V/def2-TZVPD) results for C9H15NO2S as an isolated structure.

LUMO: 0.73 eV
net charge: 0
HOMO energy: -9.701 eV

```
28
C9H15NO2S, DFT wB97M-V/def2-TZVPD
H 0.8951 -2.2512 1.4706
S -2.4782 0.2922 -0.1746
C 0.4957 0.8780 -0.0607
C 0.6465 -1.1745 1.3665
C 1.4219 -0.3331 0.3320
H 0.1472 1.1173 1.9953
C -0.8284 -0.4235 -0.4929
H 0.6679 -0.8015 2.3103
C -0.8540 -1.1094 0.8605
H 0.7915 2.5587 1.1500
H -0.0539 -0.8098 -2.6401
C 1.4209 -1.1453 -1.0052
O -2.7625 1.6717 -0.3727
C 0.1014 1.7335 1.0900
H -2.4800 -0.5378 2.0591
H -0.3523 -2.2093 -1.5364
N -1.8231 -0.1246 1.4663
C -0.0493 -1.1643 -1.6695
H -0.8344 2.2653 0.9430
H 0.2898 2.2091 -1.7962
O -3.5388 -0.5652 -0.6215
H -1.3380 -1.9974 0.9648
H 1.6327 -2.1554 -0.7532
H 2.3677 -0.2214 0.6558
H 1.6801 1.0685 -1.7060
C 1.0079 1.6899 -1.1752
H 1.7318 2.4636 -0.9134
H 2.0950 -0.9238 -1.7465
```

***

Most stable pick: entry B. Distance to second place: 22.4 kcal/mol.

***

Entry A
DFT (wB97M-V/def2-TZVPD) results for a 2-piece molecular cluster, C3H5O2S overall.

LUMO (alpha / beta): 4.03 / 2.88 eV
net charge: -1
HOMO energy (alpha / beta): -4.791 / -1.497 eV

```
11
C3H5O2S, DFT wB97M-V/def2-TZVPD
H -1.0409 2.3204 0.0256
C -1.4352 0.0809 -0.2708
S 1.9365 -1.0955 0.9312
H 0.0297 0.0039 -1.9110
H -2.6235 0.0432 -0.3126
O 1.8572 -1.8568 2.2093
O 2.9508 -1.7230 0.0593
H -1.0262 -0.8037 0.4353
C -0.5024 1.2971 -0.1387
H 0.4880 1.1376 0.3731
C -0.6340 0.5959 -1.4007
```

***

Entry B
DFT (wB97M-V/def2-TZVPD) results for an isolated ion of composition C3H5O2S and charge -1.

LUMO: 3.34 eV
net charge: -1
SMILES string: O=C([O-])CCS
HOMO energy: -3.869 eV

```
11
C3H5O2S, DFT wB97M-V/def2-TZVPD
H -1.3130 -1.0118 -0.7127
H -1.9334 0.5119 -1.2928
H -0.3212 1.6362 0.4089
O -0.5072 -1.0185 2.1333
H 0.3880 1.4397 -2.0344
C -0.6286 0.6351 0.5139
C -0.9780 0.0189 -0.7979
C 0.2191 -0.1693 1.4623
H -1.6213 0.6177 1.1696
S 0.3764 0.0812 -2.1492
O 1.3952 0.0933 1.5890
```

***

Most stable pick: entry B. Distance to second place: 94.1 kcal/mol.

***

Entry A
DFT (wB97M-V/def2-TZVPD) results for a 2-piece molecular cluster, Cl3H5Si3 overall.

LUMO: -0.81 eV
net charge: 0
HOMO energy: -8.804 eV

```
11
Cl3H5Si3, DFT wB97M-V/def2-TZVPD
H -2.5340 2.1060 -0.2459
Cl 5.5258 -0.3462 0.5785
Si -1.4979 0.9864 -0.2190
Si 4.7463 -1.5691 -0.7801
Cl -0.1023 -2.4417 0.0283
H -0.3528 1.4735 0.4556
H -1.9372 -1.1844 2.0076
H 5.3737 -2.7148 -0.3536
Cl -3.4331 -2.1288 -0.0877
Si -1.6500 -1.1731 0.6434
H -1.1724 0.7961 -1.5604
```

***

Entry B
DFT (wB97M-V/def2-TZVPD) results for Cl3H5Si3 in the gas phase.

LUMO: -0.38 eV
net charge: 0
SMILES string: [SiH3][Si@H](Cl)[SiH](Cl)Cl
HOMO energy: -9.961 eV

```
11
Cl3H5Si3, DFT wB97M-V/def2-TZVPD
Cl 3.2104 0.3525 -1.1116
H -1.8729 1.4668 0.3065
H 0.5835 -1.4375 -1.6019
Cl 2.4218 1.2285 1.9525
Si -2.1096 -0.0766 0.2070
Cl 0.5301 -2.6232 0.9170
Si 0.1113 -0.8958 -0.2500
H 1.1923 2.0954 -0.4999
Si 1.6170 0.8330 0.0628
H -2.7285 -0.1600 -1.1222
H -2.9555 -0.7831 1.1398
```

***

Entry C
DFT (wB97M-V/def2-TZVPD) results for a 2-piece molecular cluster, Cl3H5Si3 overall.

LUMO (alpha / beta): -1.15 / -1.07 eV
net charge: 0
HOMO energy (alpha / beta): -7.838 / -7.761 eV

```
11
Cl3H5Si3, DFT wB97M-V/def2-TZVPD
Cl -2.0360 -1.7576 -1.8061
Si 0.7841 0.8451 -1.5354
H 0.3482 2.1883 -0.9046
Si -0.6070 -0.1302 2.4083
H -1.2794 -1.1195 3.3244
Cl 1.1824 0.4766 3.0743
Si -0.1536 -1.2635 -1.0092
H 0.5243 -2.4816 -1.2626
H 2.1019 0.8978 -1.0448
H 0.9636 0.9614 -3.1517
Cl -1.8286 1.3833 1.9074
```

***

Most stable pick: entry B. Distance to second place: 49.4 kcal/mol.